Run A
A cluster of 3 separate species, C2H10N2O3 in total. Source: the Open Molecules 2025 dataset; level of theory: ωB97M-V with the def2-TZVPD basis set.

Last column: Mulliken charge in e.
Atoms and positions in Å:
O (-2.562, -0.264, -0.204)  -0.57
C (-1.529, -0.100, -0.814)  0.04
N (-0.482, 0.610, -0.339)  -0.02
C (-0.510, 1.092, 1.013)  -0.49
N (-0.400, -0.025, 1.953)  -0.62
H (-1.364, -0.523, -1.821)  0.36
H (0.405, 0.619, -0.818)  0.21
H (-1.424, 1.679, 1.143)  0.31
H (0.324, 1.778, 1.175)  0.35
H (-0.695, 0.249, 2.886)  0.22
H (-1.023, -0.766, 1.657)  0.27
H (2.659, -0.210, -1.409)  0.32
H (2.857, 0.384, -2.765)  0.31
O (2.373, 0.540, -1.947)  -0.66
H (2.611, -1.331, 0.926)  0.33
H (1.103, -1.194, 0.974)  0.33
O (1.821, -1.551, 0.421)  -0.69

As for the spin multiplicity: 1. As for the frontier orbital gap: 0.38732 hartree. The HOMO energy is -9.9 eV.

---

Run B
A cluster of 3 separate species, C2H10N2O3 in total. Source: the Open Molecules 2025 dataset; level of theory: ωB97M-V with the def2-TZVPD basis set.

Last column: Mulliken charge in e.
Atoms and positions in Å:
O (0.191, 1.428, -2.720)  -0.57
C (-0.061, 0.273, -2.447)  -0.01
N (0.321, -0.349, -1.315)  -0.06
C (1.162, 0.405, -0.403)  -0.57
N (0.372, 1.425, 0.314)  -0.63
H (-0.606, -0.370, -3.163)  0.35
H (-0.138, -1.191, -1.006)  0.29
H (1.888, 0.907, -1.049)  0.34
H (1.644, -0.277, 0.290)  0.37
H (1.019, 1.966, 0.887)  0.23
H (0.120, 2.126, -0.380)  0.26
H (-0.686, -1.683, 1.390)  0.36
H (-1.706, -2.607, 0.744)  0.31
O (-0.795, -2.310, 0.659)  -0.68
H (-1.073, -0.198, 3.447)  0.35
H (-0.435, 0.485, 2.249)  0.33
O (-1.217, -0.030, 2.503)  -0.68

As for the spin multiplicity: 1. As for the frontier orbital gap: 0.38216 hartree. The HOMO energy is -9.8 eV.

---

Run C
A cluster of 3 separate species, C2H10N2O3 in total. Source: the Open Molecules 2025 dataset; level of theory: ωB97M-V with the def2-TZVPD basis set.

Last column: Mulliken charge in e.
Atoms and positions in Å:
C (0.797, -1.705, 0.266)  -0.82
N (1.386, -0.458, 0.842)  -0.29
C (0.477, 0.546, 1.082)  0.64
N (0.940, 1.675, 1.760)  -0.40
O (-0.701, 0.529, 0.760)  -0.66
H (0.907, -2.481, 1.044)  0.33
H (1.268, -1.796, -0.708)  0.25
H (-0.279, -1.598, 0.276)  0.29
H (2.181, -0.635, 1.425)  0.27
H (1.908, 1.923, 1.680)  0.18
H (0.296, 2.280, 2.241)  0.23
H (-0.437, -4.253, -5.565)  0.32
H (-0.915, -3.344, -6.601)  0.32
O (-0.738, -3.334, -5.664)  -0.63
H (-2.565, 3.539, 2.107)  0.29
H (-1.735, 2.481, 1.239)  0.33
O (-1.736, 3.085, 2.000)  -0.65

As for the spin multiplicity: 1. As for the frontier orbital gap: 0.38735 hartree. The HOMO energy is -9.6 eV.

---

Q: What are the energies relative to the best structure? A: run A 0.0; run B 6.2; run C 11.7, in kJ/mol.

---

Run A
The molecule C4H5F. Source: the Open Molecules 2025 dataset; level of theory: ωB97M-V with the def2-TZVPD basis set.

Last column: Mulliken charge in e.
Atoms and positions in Å:
C (-1.045, 0.752, -0.154)  -1.12
C (-0.364, -0.543, 0.405)  0.29
C (1.042, -0.490, 0.109)  -0.51
C (2.240, -0.360, -0.161)  0.09
H (-2.173, 0.605, -0.237)  0.29
H (-0.739, 0.980, -1.150)  0.35
H (-0.732, 1.624, 0.417)  0.34
H (-0.603, -0.823, 1.464)  0.20
H (3.307, -0.112, -0.398)  0.38
F (-0.933, -1.633, -0.294)  -0.31

As for the spin multiplicity: 1. As for the frontier orbital gap: 0.41697 hartree. The HOMO energy is -10.3 eV.

---

Run B
The molecule C4H5F. Source: the Open Molecules 2025 dataset; level of theory: ωB97M-V with the def2-TZVPD basis set.

Last column: Mulliken charge in e.
Atoms and positions in Å:
C (0.168, 0.345, 1.336)  -0.20
C (0.975, 0.536, -0.036)  -0.57
C (0.470, -0.299, -1.122)  -0.47
C (-0.398, -0.909, -1.660)  0.04
H (0.588, -0.469, 1.965)  0.28
H (0.077, 1.433, 1.838)  0.20
H (2.075, 0.261, 0.148)  0.27
H (1.155, 1.567, -0.302)  0.30
H (-1.088, -1.384, -2.296)  0.43
F (-1.122, 0.062, 0.837)  -0.28

As for the spin multiplicity: 1. As for the frontier orbital gap: 0.40584 hartree. The HOMO energy is -10.0 eV.

---

Q: What are the energies relative to the best structure? A: run A 0.0; run B 64.8, in kJ/mol.

---

Run A
A cluster of 2 separate species, C4H5F in total. Source: the Open Molecules 2025 dataset; level of theory: ωB97M-V with the def2-TZVPD basis set.

Last column: Mulliken charge in e.
Atoms and positions in Å:
C (-1.083, 0.765, 1.125)  -0.61
C (1.595, -0.296, -0.355)  -0.56
C (-0.968, -0.109, 0.131)  -0.07
C (0.306, -0.370, -0.427)  0.40
F (-0.246, -0.801, -2.558)  -0.63
H (-1.946, 1.184, 1.593)  0.31
H (-0.116, 1.227, 1.279)  0.24
H (2.104, -0.350, -1.241)  0.34
H (2.144, -0.468, 0.659)  0.26
H (-1.790, -0.783, -0.205)  0.32

As for the spin multiplicity: 1. As for the frontier orbital gap (alpha / beta): 0.31946 / 0.31977 hartree. The HOMO energy (alpha / beta) is -10.2 / -10.2 eV.

---

Run B
The molecule C4H5F. Source: the Open Molecules 2025 dataset; level of theory: ωB97M-V with the def2-TZVPD basis set.

Last column: Mulliken charge in e.
Atoms and positions in Å:
C (0.287, 0.051, 0.483)  0.66
C (0.631, 0.259, 1.742)  -0.76
C (-1.072, 0.072, -0.099)  -0.26
C (-1.261, 0.074, -1.437)  -0.64
H (-0.075, 0.521, 2.584)  0.27
H (1.686, 0.040, 1.840)  0.29
H (-1.994, 0.213, 0.504)  0.25
H (-2.209, 0.244, -1.904)  0.28
H (-0.399, -0.006, -2.133)  0.22
F (1.276, -0.416, -0.559)  -0.30

As for the spin multiplicity: 1. As for the frontier orbital gap: 0.37341 hartree. The HOMO energy is -9.4 eV.

---

Q: What are the energies relative to the best structure? A: run A 295.9; run B 0.0, in kJ/mol.